[1]
47
Properties=species:S:1:pos:R:3:forces:R:3:mulliken_charge:R:1 method="wB97M-V/def2-TZVPD" homo_energy_ev=-8.2 smiles="CCCCN/C(=N/Cc1cccc(C(F)(F)F)c1)Nc1ccccc1"
C 1.85107 2.42763 -1.09424 0.17 0.11 0.08 -0.588
C 3.33167 2.22834 -0.79648 -0.09 -0.18 -0.14 -0.651
C 3.76870 0.76464 -0.91885 0.11 0.18 0.25 -0.510
C 3.71907 -0.01883 0.39440 0.14 -0.05 -0.54 -0.949
N 2.38306 -0.16339 0.94046 0.01 0.25 0.60 0.064
C 1.49506 -1.03249 0.38089 -0.31 -0.15 -0.05 0.174
N 1.70588 -1.49766 -0.78388 0.43 0.02 -0.01 -0.433
C 0.74109 -2.32070 -1.46825 0.03 -0.08 -0.06 -1.177
C -0.69684 -1.86892 -1.34882 -0.16 -0.04 -0.09 0.152
C -1.72781 -2.78292 -1.16549 0.18 0.09 -0.05 -0.489
C -3.03567 -2.35652 -1.00946 -0.17 0.07 -0.01 -0.816
C -3.33449 -1.00659 -1.01647 0.07 0.05 -0.05 -0.783
C -2.30799 -0.09065 -1.20491 0.03 0.00 -0.03 0.393
C -2.62562 1.37522 -1.23102 -0.14 0.42 -0.10 0.825
F -2.97740 1.79514 -2.46627 0.00 -0.14 -0.16 -0.308
F -3.65203 1.70031 -0.42857 -0.14 -0.18 0.13 -0.277
F -1.59459 2.14758 -0.86064 0.27 -0.08 0.02 -0.161
C -1.00202 -0.51369 -1.39027 -0.24 -0.04 -0.06 -0.013
N 0.40325 -1.37465 1.20279 0.28 -0.64 -0.02 -0.252
C -0.55514 -0.51659 1.73683 -0.23 0.35 0.23 0.769
C -0.36273 0.85553 1.87493 0.12 -0.05 -0.06 -0.257
C -1.37003 1.64950 2.39101 -0.13 -0.02 0.07 -0.660
C -2.57611 1.09857 2.78582 -0.07 0.14 0.05 -0.620
C -2.76889 -0.26722 2.66190 0.02 -0.01 -0.02 -0.639
C -1.77156 -1.06757 2.14358 0.14 -0.06 0.01 -0.474
H 1.23884 1.82257 -0.43399 -0.14 -0.07 0.04 -0.239
H 1.56726 3.46920 -0.96246 -0.12 0.11 -0.02 0.474
H 1.63223 2.14386 -2.12136 -0.08 -0.04 -0.13 0.327
H 3.55590 2.59451 0.20794 0.08 0.08 0.05 0.331
H 3.90936 2.83315 -1.49907 0.04 0.05 0.08 0.344
H 3.14316 0.24733 -1.64427 0.11 -0.01 -0.08 0.308
H 4.80196 0.72066 -1.26853 0.03 -0.06 -0.04 0.367
H 4.14687 -1.01274 0.21000 -0.01 0.07 0.10 0.345
H 4.32472 0.49179 1.14642 -0.04 -0.05 -0.01 0.444
H 2.29921 -0.06590 1.94026 0.02 -0.11 -0.08 0.333
H 1.03325 -2.29677 -2.52562 -0.12 -0.18 0.11 0.336
H 0.82689 -3.36535 -1.13517 -0.07 0.04 -0.12 0.341
H -1.50343 -3.84047 -1.13837 0.04 -0.11 0.02 0.404
H -3.82461 -3.07926 -0.86749 -0.08 -0.07 0.02 0.409
H -4.34601 -0.66232 -0.86951 -0.09 0.03 0.03 0.484
H -0.21214 0.20708 -1.53822 0.08 0.11 0.04 0.466
H 0.01365 -2.27753 0.96379 0.10 0.23 -0.02 0.409
H 0.56069 1.31065 1.55689 0.06 0.03 -0.03 0.223
H -1.20857 2.71369 2.47416 0.01 0.10 0.00 0.387
H -3.36063 1.72621 3.17845 -0.07 0.06 0.04 0.394
H -3.70588 -0.71268 2.96208 -0.08 -0.04 0.02 0.404
H -1.93262 -2.13176 2.03512 -0.01 -0.10 -0.01 0.391

---

[2]
17
Properties=species:S:1:pos:R:3:forces:R:3:mulliken_charge:R:1 method="wB97M-V/def2-TZVPD" homo_energy_ev=-8.7 smiles="Nc1ccnc(C(=O)O)c1S" e_above_lowest_kcal_mol=22.7
N 0.84972 2.51723 0.42069 -7.49 -2.94 -6.75 -0.538
C 0.77411 1.12860 0.38865 3.50 -0.43 3.81 0.569
C 1.72180 0.37284 1.21916 -5.60 -3.56 -3.34 -0.673
C 1.51714 -1.08686 1.33723 -4.56 7.31 -5.09 -0.593
N 0.55395 -1.68189 0.60919 -0.33 0.52 0.15 -0.509
C -0.35047 -0.94998 -0.12256 1.97 0.04 2.18 0.284
C -1.42393 -1.83502 -0.72437 1.68 2.89 0.58 0.272
O -1.18255 -2.93801 -1.00967 0.24 -3.52 -0.79 -0.480
O -2.56168 -1.23303 -0.97718 -3.80 -3.38 -2.32 -0.528
C -0.23875 0.45452 -0.19683 -2.35 -1.72 -2.38 0.522
S -1.31208 1.49546 -1.17052 -0.71 0.01 -0.63 -0.326
H 1.55293 2.87994 0.82270 6.49 3.27 3.42 0.176
H 0.57719 2.92233 -0.55368 0.80 -0.55 2.57 0.218
H 2.33385 0.95188 1.74428 3.04 1.77 2.26 0.476
H 2.24408 -1.52718 1.77765 4.13 -3.91 3.16 0.543
H -3.13134 -2.11739 -1.48684 2.21 3.84 2.18 0.408
H -1.92399 0.64656 -2.07790 0.80 0.37 0.99 0.178

---

[3]
53
Properties=species:S:1:pos:R:3:forces:R:3:mulliken_charge:R:1 method="wB97M-V/def2-TZVPD" homo_energy_ev=-6.3 e_above_lowest_kcal_mol=0.0
C 0.09421 7.32652 1.76005 0.32 1.08 -0.19 -1.150
C -0.40473 6.01332 2.12593 -0.94 -1.19 0.88 0.322
C -1.31583 5.62559 3.09317 1.02 0.52 -1.09 -0.578
C -1.39989 4.21736 2.96378 0.63 -1.36 -0.88 -0.789
C -0.54318 3.81025 1.93759 -1.01 0.46 1.15 0.658
B -0.16092 2.39952 1.20939 -1.95 6.32 3.71 0.561
O 1.28783 2.30651 1.44848 -0.01 -1.60 -0.83 -0.473
C 1.63082 1.08700 0.87396 -0.74 0.09 -0.23 -0.516
C 0.28751 0.50595 0.31200 -0.18 1.69 2.07 0.058
C 0.48374 -0.67747 -0.53044 -0.02 -0.77 -2.50 -1.089
C -0.31319 1.46291 -0.80356 -0.01 0.57 0.62 -0.569
O -0.58374 2.65848 -0.17519 0.57 -1.58 -0.48 -0.506
C -0.75173 0.23059 1.44158 0.25 0.64 -0.34 -0.291
O -1.02441 1.47613 1.99248 0.79 -1.27 -1.03 -0.393
O 0.05897 4.92531 1.43437 -0.35 0.87 0.54 -0.413
H -0.39750 8.03807 2.44035 0.30 0.01 -0.34 0.307
H 1.18753 7.40407 1.88618 -0.33 0.06 -0.08 0.262
H -0.15833 7.59381 0.71951 0.13 -0.03 0.33 0.259
H -1.84178 6.28437 3.78550 0.24 -0.26 -0.31 0.389
H -2.01383 3.53887 3.54455 0.11 0.11 -0.12 0.529
H 2.33998 1.20451 0.02622 -0.05 -0.14 0.25 0.331
H 2.04871 0.38457 1.62686 0.08 0.02 -0.18 0.414
H -0.53902 -0.83003 -0.86414 -0.12 0.30 -0.18 0.441
H 1.21426 -0.26834 -1.23952 -0.45 0.01 -0.09 0.749
H 0.86128 -0.93297 0.53951 -0.60 0.80 -0.40 -0.398
H 0.44093 1.56101 -1.61282 -0.13 -0.08 0.15 0.421
H -1.23374 1.00276 -1.21938 0.23 -0.11 0.10 0.423
H -1.65243 -0.23385 0.98471 0.22 -0.04 0.19 0.300
H -0.30715 -0.46792 2.18437 -0.16 -0.05 -0.12 0.364
F -3.21674 -4.38132 0.96480 1.62 0.27 0.04 -0.308
C -1.84184 -4.26208 0.97016 -0.62 -0.15 -0.34 -0.062
C -1.10610 -5.21673 1.67273 0.07 0.45 -0.19 -0.696
C 0.27609 -5.12452 1.55824 0.56 -0.66 0.06 0.190
F 1.04745 -6.06849 2.20082 -0.83 1.03 -0.74 -0.307
C 0.91192 -4.15682 0.78051 -0.09 -0.07 0.51 -0.673
C 0.14303 -3.15065 0.19356 0.41 -0.20 -0.11 0.475
C 0.91389 -2.07900 -0.58312 0.91 -5.17 -2.40 0.363
C 0.75061 -2.33431 -2.17620 0.30 -0.25 0.44 -0.049
C 1.86346 -2.12616 -2.98750 0.17 0.10 -0.02 -0.390
C 1.73592 -2.02068 -4.37877 -0.32 -0.28 0.06 -0.546
C 0.47218 -2.13151 -4.98428 0.34 -0.05 0.50 -0.666
C -0.61458 -2.40831 -4.16200 -0.39 -0.43 -0.05 0.077
F -1.85146 -2.58196 -4.75152 1.33 0.15 0.81 -0.314
C -0.49024 -2.57596 -2.77268 -0.18 0.29 -0.47 -0.399
C -1.24953 -3.23651 0.21797 -0.57 -0.13 0.39 -0.411
H -1.58020 -6.00213 2.25688 0.09 0.22 -0.16 0.481
H 1.98955 -4.18234 0.61098 -0.29 -0.02 0.39 0.463
H 1.98729 -2.13609 -0.37322 -0.13 -0.49 0.04 0.958
H 2.84066 -2.06343 -2.49992 -0.20 0.18 -0.34 0.425
H 2.62619 -1.88747 -5.00269 -0.40 0.03 0.29 0.386
H 0.34775 -2.05525 -6.06214 -0.03 0.02 0.28 0.443
H -1.36003 -2.89068 -2.19980 0.18 0.25 -0.31 0.421
H -1.88963 -2.57448 -0.37832 0.21 -0.16 0.71 0.517

---

[4]
86
Properties=species:S:1:pos:R:3:forces:R:3:mulliken_charge:R:1 method="wB97M-V/def2-TZVPD" homo_energy_ev="-4.5 / -4.5" multiplicity=5 s2=6.0148 charge=-1 e_above_lowest_kcal_mol=0.0
Fe 1.41412 0.25180 -0.02561 0.82 0.18 0.33 0.752
O 0.99979 2.40806 -0.06030 -0.12 -0.10 -0.16 -0.714
C 0.32358 2.96980 -0.97737 0.01 0.12 0.09 0.380
C -0.48819 4.12032 -0.68501 0.06 -0.10 -0.02 -0.877
C -1.19466 4.78125 -1.65122 0.00 0.05 -0.04 -0.442
C -1.15039 4.38376 -3.00321 0.03 0.02 0.07 -0.997
C -0.38099 3.29583 -3.32715 0.02 -0.02 0.02 -0.247
C 0.32637 2.56045 -2.35784 -0.02 -0.10 -0.05 1.483
C 1.23846 1.54016 -2.81018 0.22 -0.31 0.24 -1.410
N 1.75806 0.62824 -2.06663 -0.14 0.43 -0.60 0.726
C 3.00041 -0.00970 -2.46304 -0.07 0.00 -0.01 -1.120
C 4.07117 0.58216 -1.53795 0.12 -0.04 -0.01 -1.098
N 3.55905 0.58486 -0.17375 0.02 0.15 0.13 0.463
C 4.32462 0.90808 0.78560 -0.13 -0.08 -0.02 -0.913
C 3.94105 0.96216 2.19036 0.07 0.04 -0.13 0.658
C 4.92690 1.38157 3.09168 0.00 0.00 0.04 -0.673
C 4.70129 1.47159 4.44837 0.00 0.00 -0.04 -0.884
C 3.43545 1.12155 4.92748 -0.02 -0.02 0.02 -0.527
C 2.44440 0.70082 4.07222 0.03 0.01 0.03 -0.764
C 2.64734 0.60560 2.67158 -0.05 -0.07 -0.02 0.243
O 1.67632 0.18843 1.92568 0.02 0.00 0.15 0.373
H -0.51298 4.44087 0.34954 0.00 0.01 0.00 0.508
H -1.80071 5.63660 -1.37114 0.00 0.00 0.01 0.348
H -1.70326 4.92437 -3.75942 -0.01 0.00 0.00 0.348
H -0.30839 2.97594 -4.36280 0.00 -0.01 -0.01 0.285
H 1.56121 1.61137 -3.85907 0.05 0.00 0.03 0.183
H 3.24374 0.18588 -3.51478 0.02 0.01 0.00 0.558
H 2.93691 -1.08385 -2.29101 -0.01 0.07 -0.02 0.099
H 4.26458 1.61700 -1.84301 0.00 0.00 -0.03 0.476
H 4.99533 0.00220 -1.60467 -0.04 0.03 0.00 0.596
H 5.37373 1.16527 0.58615 -0.01 -0.02 -0.02 0.134
H 5.90167 1.64370 2.69144 0.00 0.00 0.00 0.322
H 5.48124 1.80257 5.12111 0.00 0.00 0.00 0.367
H 3.22813 1.17833 5.99058 0.00 0.01 0.00 0.423
H 1.46437 0.42898 4.44343 -0.01 -0.01 0.01 0.158
C -3.55058 2.50020 1.25028 0.04 -0.05 -0.02 -1.203
Si -3.52822 1.19324 -0.10723 0.16 0.43 -0.09 1.025
C -3.75559 2.16164 -1.70637 0.00 -0.06 0.05 -0.936
C -5.10190 0.17740 0.08843 0.08 -0.09 0.03 -1.100
Sb -1.26494 -0.03884 -0.13302 -0.92 -0.68 0.08 -0.258
Si -1.43863 -1.16027 2.20989 -0.11 0.06 -0.03 0.941
C -1.37549 0.33062 3.36132 0.08 -0.06 -0.02 -0.982
C -3.09917 -2.03043 2.43553 0.03 0.03 0.02 -1.263
C -0.13694 -2.36438 2.82698 0.00 0.04 -0.01 -1.203
Si -1.73144 -1.57016 -2.15622 0.03 0.02 0.02 0.893
C -3.25011 -2.66930 -1.97524 0.04 0.02 0.01 -1.240
C -2.00571 -0.39221 -3.60732 -0.01 -0.08 0.01 -0.891
C -0.30368 -2.61986 -2.78868 0.02 0.03 0.10 -0.921
H -4.33689 3.22557 1.02118 0.00 0.01 -0.01 0.457
H -2.59922 3.03066 1.30296 0.02 0.02 -0.01 0.246
H -3.76369 2.08285 2.23109 0.01 -0.07 0.13 0.379
H -4.49614 2.94784 -1.52858 0.01 0.02 0.02 0.467
H -4.13436 1.53857 -2.51392 -0.03 -0.06 -0.07 0.410
H -2.83115 2.63412 -2.03754 0.01 0.00 -0.01 0.014
H -5.93406 0.88691 0.04265 -0.04 -0.02 0.00 0.369
H -5.16347 -0.36145 1.03316 0.01 0.02 0.01 0.262
H -5.23042 -0.54659 -0.71624 0.01 -0.01 -0.04 0.201
H -2.29941 0.89890 3.34881 -0.18 0.12 -0.01 0.292
H -0.55520 0.99595 3.08445 0.01 -0.04 -0.02 0.119
H -1.20445 -0.01017 4.38700 -0.01 0.00 0.01 0.465
H -3.92315 -1.31860 2.49756 -0.01 0.00 -0.02 0.262
H -3.08646 -2.61176 3.36212 0.00 -0.01 0.02 0.378
H -3.29403 -2.71533 1.60930 -0.01 -0.03 -0.02 0.229
H 0.83683 -2.19815 2.37497 0.05 0.07 0.05 0.140
H -0.46235 -3.38913 2.64252 0.05 0.03 -0.02 0.371
H -0.03242 -2.21041 3.90445 -0.04 0.01 0.05 0.572
H -4.16976 -2.09275 -2.08467 -0.03 0.02 0.03 0.324
H -3.26292 -3.15909 -1.00142 0.02 -0.03 0.02 0.218
H -3.24299 -3.44376 -2.74731 -0.01 0.00 -0.02 0.389
H -2.79179 0.33742 -3.45554 -0.13 0.10 0.02 0.139
H -2.25341 -0.98717 -4.49257 0.00 0.01 -0.02 0.448
H -1.08727 0.15901 -3.82000 0.04 0.00 0.02 0.124
H -0.31093 -3.61337 -2.34473 0.00 -0.02 0.02 0.255
H 0.66120 -2.15870 -2.57649 0.02 0.02 0.01 -0.037
H -0.41162 -2.71290 -3.87335 -0.01 0.00 -0.01 0.497
O -0.27958 -3.00814 0.11206 0.02 0.01 -0.18 -0.452
C 0.94289 -3.11809 0.08966 -0.05 0.03 -0.05 -1.067
C 1.61615 -4.45866 0.36627 -0.03 -0.01 -0.01 -0.546
C 3.07670 -4.17633 0.09449 0.00 -0.02 -0.02 -0.818
C 3.09920 -2.67580 -0.19753 0.05 0.02 0.00 -0.204
O 4.13774 -2.09632 -0.46618 0.06 -0.04 -0.03 -0.662
N 1.84091 -2.12370 -0.16254 -0.13 -0.04 -0.01 1.659
H 1.16950 -5.22034 -0.27362 0.00 0.01 0.01 0.279
H 1.40456 -4.73150 1.40109 -0.01 0.00 0.01 0.214
H 3.46189 -4.69503 -0.78449 0.02 0.00 0.01 0.237
H 3.75223 -4.38821 0.92254 -0.01 0.01 0.02 0.288

---

[5]
39
Properties=species:S:1:pos:R:3:forces:R:3:mulliken_charge:R:1 method="wB97M-V/def2-TZVPD" homo_energy_ev=-13.1 charge=+1
C -2.95492 3.75478 0.38143 0.25 -0.32 -0.11 -1.389
C -1.46912 3.45245 0.28305 -0.16 0.22 -0.12 -0.289
N -1.05841 2.44391 1.27161 0.24 0.21 -0.46 -0.442
C 0.37956 2.30109 1.40004 -0.80 0.32 1.02 0.279
C 0.69259 1.23609 2.46758 -0.03 -0.02 0.23 -0.894
O 1.46079 0.14985 2.01665 -0.29 0.08 -0.42 -0.334
C 2.61237 0.53666 1.31800 0.24 -0.11 0.05 -0.427
C 2.28936 1.32197 0.04104 0.22 -0.47 -0.06 -0.789
N 0.92369 1.95235 0.05656 0.27 0.30 -0.09 -0.114
H -3.28290 4.21639 -0.54322 -0.11 0.25 0.00 0.388
H -3.16208 4.41293 1.21768 -0.15 0.07 0.11 0.365
H -3.50700 2.82509 0.48945 -0.11 -0.06 0.10 0.371
H -1.28190 3.06831 -0.71987 0.08 -0.13 -0.10 0.278
H -0.91083 4.39526 0.37622 0.16 -0.03 0.08 0.319
H -1.42647 2.73734 2.17233 -0.03 -0.30 0.06 0.290
H 0.82315 3.25431 1.70545 0.44 0.03 -0.36 0.376
H 1.15526 1.72467 3.32836 0.23 0.01 0.00 0.240
H -0.25283 0.81853 2.79845 -0.11 -0.09 0.00 0.431
H 3.09873 -0.38063 1.00167 0.09 -0.11 0.09 0.323
H 3.32041 1.06775 1.95721 -0.11 0.23 0.12 0.388
H 3.03648 2.08306 -0.15083 -0.05 0.23 0.03 0.381
H 2.29950 0.63215 -0.79364 -0.10 0.05 -0.25 0.463
H 0.98965 2.82720 -0.46553 -0.17 -0.12 -0.14 0.407
H 0.23181 1.37794 -0.43416 0.04 -0.22 0.20 0.438
C 0.21554 -2.63028 0.77254 -0.01 -0.25 -0.03 -1.111
C 0.10945 -1.93503 -0.56595 -0.11 0.19 0.24 0.350
O 0.52216 -2.76783 -1.64848 0.05 0.04 -0.03 -0.406
C -0.41232 -3.63020 -2.08211 -0.06 -0.05 -0.18 0.733
O -1.53645 -3.70884 -1.66191 0.09 0.01 0.03 -0.544
O 0.11862 -4.35065 -3.06193 0.00 0.09 0.10 -0.356
C -0.75824 -5.34066 -3.61777 -0.06 -0.17 -0.14 -0.635
H 1.22014 -3.02898 0.92004 0.03 0.08 0.01 0.309
H -0.00504 -1.93089 1.57599 0.01 0.02 0.03 0.219
H -0.48358 -3.46249 0.83563 -0.06 0.04 -0.06 0.405
H 0.79142 -1.08039 -0.59516 0.09 -0.06 -0.09 -0.200
H -0.90286 -1.56710 -0.74367 -0.03 -0.11 -0.03 0.342
H -1.69914 -4.89427 -3.92944 -0.02 0.03 0.08 0.307
H -0.94132 -6.13030 -2.89190 -0.05 0.05 0.04 0.300
H -0.24525 -5.75154 -4.48141 0.10 0.06 0.04 0.229

---

[6]
17
Properties=species:S:1:pos:R:3:forces:R:3:mulliken_charge:R:1 method="wB97M-V/def2-TZVPD" homo_energy_ev=-9.2 smiles="C1=CCOCCC1" e_above_lowest_kcal_mol=23.2
C -1.61528 -0.09705 0.35959 0.05 0.04 0.02 -0.356
C -1.04320 0.64540 1.30008 0.08 -0.28 -0.25 -0.333
C 0.40101 1.10251 1.24466 0.17 -0.38 0.10 -0.420
O 0.99193 1.26185 -0.05457 0.46 -0.81 -0.08 -0.420
C 1.49436 0.04636 -0.72661 -0.27 0.52 0.24 -0.573
C 0.46625 -1.06679 -0.77068 0.00 -0.01 -0.10 -0.604
C -0.93807 -0.48331 -0.93406 -0.13 -0.14 -0.20 -0.579
H -2.62840 -0.46235 0.51676 0.07 0.17 -0.06 0.359
H -1.61103 0.88721 2.20595 0.33 -0.02 -0.26 0.350
H 1.00342 0.34629 1.75310 0.06 0.05 0.47 0.282
H 0.45907 2.04069 1.82866 0.39 -0.25 -0.64 0.339
H 2.45360 -0.43060 -0.40172 -0.42 1.07 0.56 0.286
H 1.68237 0.38978 -1.75376 -0.14 0.10 0.33 0.364
H 0.52211 -1.74120 0.09689 -0.02 0.28 -0.13 0.324
H 0.76831 -1.65276 -1.64964 -0.33 -0.15 0.15 0.346
H -0.84170 0.41586 -1.55586 -0.21 -0.23 -0.07 0.294
H -1.56476 -1.20189 -1.45881 -0.10 0.03 -0.08 0.342